2 unconnected molecules or ions with the total composition C3H7F2PS. Source: the OMol25 dataset; level of theory: the ωB97M-V functional and the def2-TZVPD basis.

Properties
- Charge: 0
- DFT total energy: -28778.89931 eV
- Max |F|: 0.065 Eh/bohr
- Orbital gap (spin up / spin down): 8.58 / 7.10 eV

The geometry in XYZ format:
```
14
Properties=species:S:1:pos:R:3:forces:R:3:lowdin_charge:R:1
S 0.8533 1.8216 -1.2860 0.31 0.58 -1.10 0.7761
P -2.1282 -1.9332 -0.8925 -0.99 0.07 -1.00 0.8475
F -1.9615 0.6787 -0.3002 -0.39 0.07 -1.32 -0.0135
F -1.4642 -0.4435 1.3846 0.10 -1.34 -0.90 -0.0326
C 1.4618 0.4864 1.1111 0.61 2.95 0.56 -0.1900
C -1.4851 -0.5243 0.0016 1.19 1.43 2.78 -0.6729
C 1.3013 0.5109 -0.3497 0.18 -1.19 0.41 -0.6587
H 0.9531 -0.3506 1.5124 -0.83 -0.46 0.85 0.0413
H 2.4880 0.4257 1.4859 0.36 -0.29 -0.48 0.0692
H 0.0061 2.2907 -0.4083 -0.70 0.69 0.56 -0.1414
H 1.1905 1.5304 1.5154 -0.36 -1.80 -0.18 0.1008
H -1.1271 -2.9432 -0.8076 0.32 0.73 0.03 -0.0993
H 1.6480 -0.3405 -0.8794 0.29 -0.57 -0.59 0.0339
H -1.7360 -1.2091 -2.0875 -0.09 -0.87 0.39 -0.0605
```
Forces are in eV/Å.